(1)
Entry from OMol25: the molecule C20H18N6S2 in a non-equilibrium geometry (ωB97M-V with the def2-TZVPD basis set).

Each line ends with the Löwdin charge.
Atoms and positions in Å:
C -4.020 -0.283 1.417  -0.38
S -2.946 0.246 0.093  0.92
C -1.597 0.716 1.097  -0.56
N -0.929 0.040 2.037  0.12
C 0.027 0.930 2.541  -0.24
C 0.924 0.629 3.585  -0.03
C 1.803 1.655 4.053  -0.09
C 1.709 2.974 3.460  -0.05
C 0.720 3.160 2.356  -0.03
C -0.114 2.204 1.907  -0.22
N -1.054 2.051 0.913  -0.01
C -1.591 3.079 0.006  -0.06
C -1.652 2.660 -1.421  -0.36
N -2.331 3.364 -2.243  0.04
N -2.285 2.843 -3.486  0.03
C -1.349 1.866 -3.454  -0.55
N -0.926 1.726 -2.098  -0.02
N -0.056 0.739 -1.697  0.16
C 0.096 -0.402 -2.383  -0.26
C 0.920 -1.352 -1.798  -0.20
C 0.587 -2.736 -2.142  0.01
C 1.208 -3.752 -1.409  -0.05
C 2.292 -3.582 -0.515  -0.25
C 3.104 -4.599 0.181  -0.08
C 2.658 -2.176 -0.233  0.02
C 1.955 -1.093 -0.887  0.01
C -0.541 -0.546 -3.744  -0.41
S -0.640 0.937 -4.782  0.98
H -5.041 -0.604 0.896  0.10
H -3.659 -0.952 2.107  0.01
H -4.238 0.577 1.911  -0.01
H 0.820 -0.428 3.984  0.12
H 2.498 1.530 4.850  0.07
H 2.215 3.775 4.037  0.10
H 0.576 4.197 2.019  0.10
H -2.640 3.354 0.315  0.15
H -1.032 3.938 0.140  0.10
H -0.206 -3.076 -2.814  0.12
H 0.912 -4.758 -1.559  0.09
H 4.177 -4.644 -0.012  0.08
H 2.661 -5.553 -0.163  0.08
H 2.972 -4.536 1.329  0.12
H 3.623 -2.031 0.166  0.09
H 2.045 -0.069 -0.538  0.11
H -0.027 -1.136 -4.376  0.02
H -1.631 -0.885 -3.646  0.13

Values from the calculation:
SMILES: CSc1nc2ccccc2n1Cc1nnc2n1N=C(c1ccc(C)cc1)CS2
LUMO level: -0.5 eV
electronic energy: -51639.1652 eV
M: 406.54 u


(2)
Entry from OMol25: a cluster of 2 separate species, C4H11NO2 in total in a non-equilibrium geometry (ωB97M-V with the def2-TZVPD basis set).

Each line ends with the Löwdin charge.
Atoms and positions in Å:
C -0.479 1.214 -2.193  -0.09
N -0.184 0.788 -0.836  0.00
C -0.296 1.804 0.081  -0.58
C 0.156 1.407 1.436  -0.02
O -0.924 2.835 -0.104  0.05
H -1.561 1.366 -2.380  0.09
H 0.034 2.040 -2.495  0.03
H -0.135 0.384 -2.992  0.13
H 0.556 0.123 -0.638  0.10
H 0.736 0.438 1.269  0.08
H -0.701 1.160 2.170  0.11
H 0.710 2.162 2.040  0.09
C 0.022 -2.627 0.770  -0.25
O 1.145 -2.131 0.112  -0.19
H -0.812 -1.850 0.637  0.09
H -0.289 -3.675 0.566  0.07
H 0.115 -2.669 1.941  0.10
H 1.908 -2.767 0.617  0.19

Values from the calculation:
SMILES: CNC(C)=O.CO
LUMO level: 0.4 eV
electronic energy: -9910.0241 eV
M: 105.14 u


(3)
Entry from OMol25: a structure of composition C10H15BBr2F4MnN2O3 (ωB97M-V with the def2-TZVPD basis set).

Each line ends with the Löwdin charge.
Atoms and positions in Å:
Mn 0.139 -0.232 0.098  1.00
C 4.102 -0.137 -1.099  0.02
C 3.095 0.133 -0.002  -0.47
C 3.724 0.219 1.377  0.02
O 2.070 -0.923 -0.022  -0.13
C 2.325 1.420 -0.300  -0.50
O 2.865 2.473 -0.412  0.18
O 0.994 1.248 -0.440  -0.14
H 4.670 -1.045 -0.882  0.10
H 4.795 0.700 -1.155  0.11
H 3.607 -0.248 -2.064  0.11
H 4.379 -0.636 1.556  0.10
H 2.956 0.243 2.153  0.09
H 4.313 1.132 1.443  0.11
H 2.465 -1.798 0.097  0.07
Br -0.243 -2.016 -2.264  0.71
C -0.251 -3.679 -1.258  -0.98
Br 1.499 -4.197 -0.667  0.69
H -0.631 -4.439 -1.925  0.01
H -0.877 -3.520 -0.394  -0.01
N -5.195 2.652 -0.746  0.17
C -4.047 1.977 -0.599  -0.28
C -3.907 0.965 0.372  0.02
C -2.714 0.319 0.506  -0.08
N -1.644 0.601 -0.266  -0.06
C -1.768 1.560 -1.210  -0.10
C -2.927 2.246 -1.412  0.02
H -5.984 2.472 -0.151  0.12
H -5.281 3.384 -1.428  0.12
H -4.735 0.693 1.013  0.13
H -2.591 -0.463 1.241  0.11
H -0.891 1.770 -1.805  0.12
H -2.971 2.998 -2.188  0.13
F 0.757 -1.966 3.147  0.28
B -0.207 -1.099 2.930  -0.94
F -0.587 -1.659 0.951  -0.33
F -1.441 -1.281 3.346  0.28
F 0.137 0.132 2.457  0.19

Values from the calculation:
multiplicity: 5
LUMO level (spin up / spin down): -4.8 / -3.9 eV
total charge: +1
electronic energy: -202689.9495 eV
M: 512.79 u


(4)
Entry from OMol25: the molecule C5H7N in a non-equilibrium geometry (ωB97M-V with the def2-TZVPD basis set).

Each line ends with the Löwdin charge.
Atoms and positions in Å:
C -0.068 0.500 1.989  -0.05
C -0.194 0.077 0.515  -0.30
C 0.968 -0.295 -0.226  -0.12
C 0.728 -0.444 -1.557  -0.23
N -0.574 -0.346 -1.865  0.02
C -1.241 -0.058 -0.374  0.04
H 0.537 1.419 2.092  0.08
H -1.033 0.693 2.462  0.07
H 0.446 -0.288 2.557  0.08
H 1.872 -0.611 0.243  0.09
H 1.517 -0.580 -2.285  0.11
H -0.727 -0.288 -2.913  0.15
H -2.221 0.222 -0.629  0.06

Values from the calculation:
SMILES: Cc1cc[nH]c1
LUMO level: 1.1 eV
electronic energy: -6786.5760 eV
M: 81.12 u


(5)
Entry from OMol25: the molecule H2N3PS in a non-equilibrium geometry (ωB97M-V with the def2-TZVPD basis set).

Each line ends with the Löwdin charge.
Atoms and positions in Å:
S -0.981 -0.262 -2.809  0.12
P 0.208 0.268 -1.396  0.37
N -0.583 -0.367 0.053  -0.46
N 0.312 -0.741 1.081  -0.09
N -0.401 0.437 1.202  -0.09
H 1.310 -0.639 0.835  0.07
H 0.134 1.305 1.033  0.07

Values from the calculation:
SMILES: S=Pn1[nH][nH]1
LUMO level: -1.7 eV
electronic energy: -24622.7134 eV
M: 107.08 u


(6)
Entry from OMol25: the molecule CH2N2S2 in a non-equilibrium geometry (ωB97M-V with the def2-TZVPD basis set).

Each line ends with the Löwdin charge.
Atoms and positions in Å:
N 2.344 0.036 -1.026  0.15
C 1.396 -0.042 -0.383  -0.49
N 0.187 -0.081 0.195  -0.95
S -0.495 -1.601 0.745  0.71
S -0.423 1.386 0.714  0.79
H -1.623 -1.209 -0.139  -0.04
H -1.385 1.511 -0.106  -0.18

Values from the calculation:
SMILES: N#CN(S)S
LUMO level: -0.3 eV
electronic energy: -25717.5836 eV
M: 106.17 u


(7)
Entry from OMol25: a cluster of 9 separate species, C32H60NO12 in total in a non-equilibrium geometry (ωB97M-V with the def2-TZVPD basis set).

Each line ends with the Löwdin charge.
Atoms and positions in Å:
C -1.735 0.637 -0.889  0.02
N -1.317 1.107 0.474  -0.30
C -2.181 0.496 1.490  -0.04
C 0.101 0.763 0.929  0.03
C -1.590 2.629 0.499  -0.08
C -1.436 3.381 1.708  -0.29
O -1.639 4.728 1.436  -0.03
H -1.536 -0.352 -0.874  0.05
H -0.895 0.744 -1.575  0.10
H -2.680 0.975 -1.334  0.13
H -1.961 0.911 2.547  0.10
H -1.943 -0.688 1.544  0.16
H -3.257 0.583 1.519  0.11
H 0.205 -0.257 0.752  0.05
H 0.373 1.076 1.996  0.12
H 0.822 1.343 0.246  0.14
H -2.580 2.749 0.168  0.13
H -0.960 2.906 -0.253  0.10
H -0.537 3.320 2.191  0.10
H -1.992 3.224 2.480  0.07
H -2.645 4.952 1.309  0.17
C 2.671 -3.225 0.796  0.13
C 4.125 -3.144 0.695  -0.15
C 4.950 -2.767 1.775  -0.42
O 6.180 -2.829 1.728  0.13
C 4.353 -2.326 2.955  0.12
C 2.806 -2.305 3.150  -0.12
C 2.002 -2.796 2.063  -0.29
O 0.732 -2.605 2.109  0.05
O 2.113 -2.095 4.336  0.07
O 4.781 -3.547 -0.457  0.09
H 2.154 -3.558 -0.069  0.09
H 4.813 -2.035 3.855  0.10
H 2.886 -2.055 4.934  0.13
H 5.693 -3.374 -0.622  0.11
C -0.416 0.485 -4.643  0.03
C -1.900 -0.072 -4.504  -0.39
O -2.014 -1.261 -4.099  0.01
C -3.081 0.811 -4.737  -0.03
H -0.161 0.292 -5.587  0.04
H 0.288 -0.106 -4.060  0.06
H -0.197 1.448 -4.344  0.05
H -2.934 1.825 -4.403  0.07
H -4.156 0.430 -4.207  0.15
H -3.299 0.821 -5.791  0.08
C -3.214 -4.248 1.163  -0.02
C -4.536 -3.615 1.141  -0.51
O -4.628 -2.420 1.113  0.04
C -5.848 -4.505 0.984  0.02
H -2.450 -3.532 1.212  0.07
H -3.038 -5.266 0.632  0.15
H -3.298 -4.600 2.074  0.03
H -5.340 -5.362 0.528  0.07
H -6.476 -4.292 0.224  0.03
H -6.297 -4.633 2.012  0.11
C 0.698 -2.934 -2.556  -0.01
C 1.604 -1.798 -2.253  -0.52
O 1.258 -0.900 -1.457  0.00
C 2.981 -1.735 -2.724  -0.01
H 1.063 -3.876 -2.277  0.06
H 0.878 -3.042 -3.611  0.08
H -0.495 -2.748 -2.281  0.16
H 3.271 -2.710 -2.476  0.06
H 3.635 -0.989 -2.451  0.06
H 2.978 -1.544 -3.892  0.15
C 3.038 3.658 -1.853  -0.03
C 1.805 4.483 -1.772  -0.42
O 0.668 4.075 -2.152  0.02
C 1.907 5.701 -0.855  0.00
H 2.887 2.750 -2.478  0.09
H 3.419 3.317 -0.961  0.01
H 4.065 4.062 -2.251  0.14
H 0.935 6.054 -1.094  0.07
H 2.689 6.567 -1.194  0.16
H 2.004 5.538 0.104  0.00
C -4.377 -2.628 -2.259  -0.01
C -4.305 -3.330 -3.609  -0.52
O -3.657 -4.330 -3.692  0.07
C -4.929 -2.767 -4.872  -0.01
H -5.389 -2.113 -2.152  0.11
H -3.627 -1.865 -2.323  0.04
H -4.121 -3.382 -1.463  0.08
H -5.363 -1.880 -4.499  0.04
H -5.744 -3.508 -5.377  0.15
H -4.258 -2.485 -5.569  0.03
C 3.836 2.428 1.756  -0.01
C 3.767 3.975 1.848  -0.38
O 2.734 4.440 2.425  0.00
C 4.918 4.922 1.306  0.01
H 4.200 2.274 0.755  0.07
H 3.057 1.920 2.244  0.05
H 4.757 2.191 2.233  0.07
H 4.791 6.021 1.921  0.17
H 4.817 5.194 0.362  -0.01
H 5.874 4.609 1.590  0.05
C 1.364 1.307 5.758  -0.01
C 0.061 1.285 4.908  -0.45
O -0.576 2.348 4.629  0.02
C -0.497 -0.051 4.623  -0.05
H 1.167 1.799 6.644  0.06
H 2.042 1.882 5.102  0.08
H 2.015 0.434 6.007  0.08
H -1.613 -0.128 4.275  0.12
H -0.264 -0.619 5.628  0.13
H 0.133 -0.664 3.986  0.04

Values from the calculation:
LUMO level: -4.8 eV
total charge: +1
electronic energy: -60197.6611 eV
M: 650.83 u


(8)
Entry from OMol25: a cluster of 2 separate species, C5H15NO in total in a non-equilibrium geometry (ωB97M-V with the def2-TZVPD basis set).

Each line ends with the Löwdin charge.
Atoms and positions in Å:
C -2.421 1.467 -0.761  -0.12
C -1.776 0.915 0.527  -0.25
C -0.298 1.231 0.770  -0.24
N 0.499 0.000 0.779  -0.09
C 0.729 -0.551 -0.555  -0.31
C 2.119 -0.414 -1.150  -0.09
H -2.568 2.541 -0.500  0.08
H -1.869 1.211 -1.673  0.06
H -3.362 0.966 -1.085  0.07
H -1.917 -0.176 0.528  0.10
H -2.459 1.180 1.341  0.10
H 0.196 1.886 0.050  0.11
H -0.116 1.981 1.542  0.11
H 1.440 0.126 1.141  0.09
H -0.057 -0.266 -1.256  0.10
H 0.575 -1.654 -0.570  0.10
H 2.394 -1.297 -1.693  0.06
H 2.913 -0.165 -0.430  0.07
H 2.146 0.486 -1.780  0.07
O 1.526 -3.427 1.661  -0.06
H 1.727 -2.498 1.552  0.01
H 0.577 -3.541 1.563  0.03

Values from the calculation:
SMILES: CCCNCC.O
LUMO level: 1.0 eV
electronic energy: -8964.4898 eV
M: 105.18 u